[1]
Molecular formula: C34H101N19O13
Method: DFT, ωB97M-V/def2-TZVPD

Summary:
- HOMO-LUMO gap (hartree) = 0.2996
- electronic energy (eV) = -91821.4004
- ΔE to the lowest compared entry with this formula, charge and spin (kJ/mol) = 809.2
- E_HOMO (eV) = -8.7

ORCA input file:
```
! wB97M-V def2-TZVPD RIJCOSX def2/J DEFGRID3
* xyz 0 1
C -4.2968 -2.2980 -0.9552
O -4.4884 -1.5005 -1.8603
N -3.5301 -1.9315 0.0260
N -4.5112 -3.5742 -0.8990
H -3.4648 -2.6179 0.7640
H -2.9154 -1.1318 -0.0255
H -4.3441 -4.0466 -0.0220
H -5.1249 -4.0068 -1.5745
C 2.5813 -6.4287 -1.9017
O 3.7035 -6.5590 -2.3454
N 1.5332 -7.1681 -2.2064
N 2.3470 -5.4818 -1.0006
H 1.4612 -7.8050 -2.9870
H 0.6914 -7.0662 -1.6576
H 1.4543 -5.2159 -0.6100
H 3.1689 -5.0696 -0.5828
C 2.4234 -2.8043 -3.6236
O 2.4757 -3.3518 -4.7562
N 1.2980 -2.6315 -2.9609
N 3.4620 -2.2066 -3.0741
H 1.3755 -2.2709 -2.0207
H 0.6295 -3.2014 -3.4593
H 4.3661 -2.1904 -3.5239
H 3.2366 -1.8776 -2.1461
C -1.6396 -0.1716 -4.1060
O -1.1351 0.3833 -5.0531
N -2.7977 0.0462 -3.7556
N -1.2300 -1.1214 -3.2933
H -3.2978 0.7510 -4.2785
H -3.3538 -0.5109 -3.1229
H -0.2762 -1.4407 -3.3849
H -1.9473 -1.6088 -2.7757
C -0.3832 -2.5472 5.5561
O 0.5894 -3.1892 6.0004
N -0.4061 -2.1550 4.2729
N -1.3042 -2.0566 6.3213
H 0.3311 -2.3769 3.6191
H -1.2322 -1.6733 3.9479
H -2.1040 -1.6385 5.8679
H -1.2637 -2.2268 7.3160
C 3.0534 -1.4978 3.3469
O 3.2146 -0.5633 2.5654
N 2.7957 -2.7702 3.0500
N 2.7707 -1.2900 4.6296
H 3.0704 -2.9377 2.0927
H 2.8755 -3.5546 3.6812
H 2.9892 -0.3614 4.9615
H 1.9892 -1.7745 5.0475
C -5.4774 6.0726 1.6515
C -5.1853 4.9179 2.5472
C -3.7930 4.2823 2.2201
O -4.0338 3.5827 0.9783
C -3.1667 2.5859 0.5617
N -5.0699 5.4541 3.9065
H -6.4347 6.5083 1.9377
H -5.7754 5.6981 0.6723
H -4.8739 6.9797 1.6846
H -6.0637 4.2741 2.5018
H -3.5674 3.5141 2.9597
H -3.0030 5.0272 2.3161
H -3.4045 1.6410 1.0502
H -2.1343 2.6477 0.9058
H -3.0981 2.3692 -0.5043
H -5.6738 6.2602 3.8311
H -4.2608 6.0585 3.9159
C -1.0406 -4.9249 -1.9733
C -1.5228 -5.0151 -3.4456
C -2.9438 -4.3699 -3.6503
O -3.9489 -5.2708 -3.4119
C -4.2403 -6.3387 -4.3748
N -0.4890 -4.4812 -4.2636
H -0.0076 -5.2711 -1.9398
H -1.7172 -5.2300 -1.1750
H -0.9469 -3.8848 -1.6612
H -1.5904 -6.0895 -3.6164
H -3.0188 -4.0296 -4.6831
H -2.9134 -3.5384 -2.9461
H -3.5249 -7.1456 -4.2154
H -4.1489 -5.8864 -5.3623
H -5.2024 -6.7847 -4.1227
H 0.0081 -5.2601 -4.6714
H -0.8988 -3.9915 -5.0462
C 2.8682 1.6779 -5.2426
C 2.1927 1.9982 -3.9327
C 1.0799 3.0334 -4.0320
O 1.5261 4.3954 -4.0660
C 1.5143 5.1307 -2.8398
N 1.6743 0.6744 -3.4300
H 3.5172 2.4679 -5.6204
H 2.0882 1.5497 -5.9931
H 3.5434 0.8641 -4.9781
H 2.9500 2.2424 -3.1878
H 0.4721 3.0282 -3.1272
H 0.2872 2.7735 -4.7337
H 1.5279 6.1961 -3.0694
H 2.2507 4.7456 -2.1344
H 0.5585 4.9603 -2.3444
H 0.6700 0.7814 -3.4342
H 1.8216 0.0395 -4.2016
C 4.0772 7.3652 1.7553
C 3.5218 6.1626 2.5329
C 2.0342 5.9833 2.7608
O 1.8490 4.6224 3.0240
C 0.7232 4.3538 3.8804
N 4.1445 5.0652 1.8513
H 3.7686 8.2599 2.2960
H 3.6015 7.3833 0.7747
H 5.1489 7.4626 1.5814
H 3.9643 6.2804 3.5220
H 1.5146 6.1464 1.8166
H 1.6610 6.7089 3.4835
H -0.2057 4.5310 3.3383
H 0.6563 4.9648 4.7806
H 0.5850 3.2977 4.1120
H 3.4229 4.4128 2.1228
H 4.0738 5.3227 0.8773
C 2.7811 -9.0324 0.9087
C 3.3414 -7.7388 1.5275
C 2.4037 -6.9178 2.4136
O 1.2837 -6.3932 1.7089
C 0.3392 -5.8187 2.5914
N 4.5317 -8.1370 2.2668
H 2.5408 -9.7592 1.6846
H 3.5325 -9.3632 0.1918
H 1.8419 -8.8623 0.3822
H 3.5865 -7.0087 0.7562
H 2.9131 -6.0929 2.9119
H 2.0883 -7.5636 3.2331
H 0.8239 -5.1217 3.2750
H -0.2342 -6.5004 3.2195
H -0.3589 -5.2574 1.9703
H 5.1763 -8.5076 1.5833
H 4.3058 -8.9036 2.8844
C -0.6724 7.7913 -1.1730
C -0.7905 6.7591 0.0069
C -1.7020 7.3139 1.1655
O -1.4853 8.6860 1.4533
C -0.3314 9.0512 2.1606
N -1.4825 5.5866 -0.5670
H 0.1750 7.5531 -1.8157
H -0.6243 8.8309 -0.8491
H -1.5952 7.7937 -1.7531
H 0.2356 6.5371 0.3003
H -1.6888 6.6001 1.9891
H -2.7593 7.1685 0.9440
H -0.3713 10.1402 2.1352
H 0.5478 8.6025 1.6983
H -0.2075 8.7030 3.1860
H -2.4904 5.6440 -0.5361
H -1.2990 4.7313 -0.0621
C 0.2019 -2.6000 0.8801
C 0.1686 -1.2835 0.1203
C -0.2804 -0.1001 0.9854
O -0.2163 1.1597 0.3514
C 1.0119 1.9352 0.4598
N 1.4839 -1.1136 -0.4857
H -0.7433 -3.0763 1.1407
H 0.6145 -2.5592 1.8882
H 0.6998 -3.2291 0.1423
H -0.5242 -1.2466 -0.7204
H 0.2242 -0.1479 1.9505
H -1.3496 -0.2010 1.1717
H 1.8988 1.3964 0.1265
H 1.1930 2.3006 1.4706
H 0.9038 2.8747 -0.0822
H 2.1115 -0.7256 0.2040
H 1.4863 -0.4186 -1.2186
*
```

[2]
Molecular formula: C5H10
Method: DFT, ωB97M-V/def2-TZVPD

Summary:
- HOMO-LUMO gap (spin up / spin down) (hartree) = 0.0769 / 0.2500
- electronic energy (eV) = -5343.1544
- ⟨S²⟩ = 0.7523
- ΔE to the lowest compared entry with this formula, charge and spin (kJ/mol) = 177.5
- E_HOMO (spin up / spin down) (eV) = 1.8 / -3.1

ORCA input file:
```
! wB97M-V def2-TZVPD RIJCOSX def2/J DEFGRID3
* xyz -1 2
C 2.6199 2.6463 0.6837
C 1.7004 2.2119 -0.2634
H 3.3603 3.3894 0.4008
H 2.6769 2.0899 1.6105
H 1.5878 2.5744 -1.2758
H 1.2303 1.2598 -0.0170
C -1.7436 -1.4570 -1.2401
C -1.5824 -1.1830 0.2413
C -1.1082 -2.0404 1.1472
H -2.6693 -1.9645 -1.4717
H -0.8834 -2.0189 -1.6384
H -1.5534 -0.5120 -1.7560
H -1.8320 -0.1663 0.5261
H -0.7777 -1.7362 2.1282
H -1.0256 -3.0932 0.9246
*
```

Question: Which of these has the lowest ΔE to the lowest compared entry with this formula, charge and spin?
Answer: C5H10

Question: The lowest ΔE to the lowest compared entry with this formula, charge and spin belongs to which entry?
Answer: C5H10

Question: Among the records above, which one has the highest ΔE to the lowest compared entry with this formula, charge and spin?
Answer: C34H101N19O13

Question: The highest ΔE to the lowest compared entry with this formula, charge and spin belongs to which entry?
Answer: C34H101N19O13